No. 1
C4H7N2O | wB97M-V/def2-TZVPD

Output
**Total charge**: -1
**LUMO level (alpha / beta)**: 4.3227 / 4.3215 eV
**ΔE to the lowest compared entry with this formula, charge and spin**: 291.0 kJ/mol
**Gap between HOMO and LUMO (alpha / beta)**: 6.693 / 6.659 eV

Cartesian coordinates (Å):
O: -1.387 2.035 0.920
N: -0.123 1.895 0.557
N: 2.047 -0.042 -1.376
C: 0.072 -0.251 -0.125
C: 1.480 -0.328 -0.235
C: -1.009 -0.911 0.598
C: -1.182 -0.394 -0.842
H: -0.955 -2.006 0.667
H: 2.068 -0.668 0.692
H: 3.077 0.042 -1.291
H: -1.559 -0.448 1.308
H: -1.714 0.527 -0.635
H: 0.455 1.603 1.445
H: -1.272 -1.055 -1.683

Cartesian forces (eV/Å) of the 3 atoms listed first:
O 2.8 -0.4 -0.7
N -1.7 -1.0 1.6
N 1.0 0.3 0.4

Atomic partial charges in e from the Löwdin method, atoms 1 to 4:
1. O -0.334
2. N -0.100
3. N -0.008
4. C -0.366



No. 2
C8H18NO2P | wB97M-V/def2-TZVPD

Output
**LUMO level**: 0.7170 eV
**Structure (SMILES)**: C=C(C)P(C)(C)=O.CN(C)C=O
**ΔE to the lowest compared entry with this formula, charge and spin**: 35.4 kJ/mol
**Gap between HOMO and LUMO**: 9.623 eV

Cartesian coordinates (Å):
P: -0.164 -1.336 1.306
O: 0.741 -0.368 2.030
O: 2.450 0.474 -1.927
N: 1.229 2.098 -0.908
C: 2.087 2.238 0.181
C: 0.130 3.033 -1.016
C: -1.577 0.749 0.307
C: -1.208 -2.499 2.261
C: -1.390 -0.538 0.178
C: -1.903 -1.441 -0.919
C: 0.852 -2.507 0.328
C: 1.514 1.226 -1.902
H: 1.448 2.161 1.003
H: 1.044 -3.345 0.942
H: -0.133 3.565 -0.015
H: -2.932 -1.250 -1.199
H: -0.999 1.249 0.986
H: 0.943 1.356 -2.752
H: -0.759 2.567 -1.381
H: -2.303 1.303 -0.217
H: -0.467 -3.012 2.937
H: 2.935 1.512 -0.034
H: 2.638 3.152 0.111
H: 0.521 3.782 -1.705
H: 0.278 -2.783 -0.615
H: -1.690 -2.438 -0.637
H: -1.743 -3.232 1.584
H: 1.808 -2.120 -0.036
H: -1.987 -2.281 2.922
H: -1.366 -1.319 -1.809

Cartesian forces (eV/Å) of the 3 atoms listed first:
P 0.9 1.2 0.0
O -1.4 -0.8 -0.2
O 1.2 -1.2 0.2

Atomic partial charges in e from the Löwdin method, atoms 1 to 4:
1. P 0.640
2. O -0.374
3. O 0.020
4. N -0.218